No. 1
The following is a DFT calculation (ωB97M-V/def2-TZVPD) of C3H7NS2 in the gas phase.

The geometry in ORCA input format:
```
! RIJCOSX wB97M-V def2-TZVPD def2/J DEFGRID3
* xyz 0 1
C 2.0123 -1.2246 0.1582
S 0.2455 -1.2289 -0.1596
C -0.1531 0.4162 -0.0536
S 0.8809 1.7427 0.0106
C -1.6304 0.6006 -0.0187
N -2.3973 -0.6192 0.1270
H 2.1832 -0.8990 1.2391
H 2.4187 -0.5473 -0.4920
H 2.3550 -2.2488 -0.0436
H -1.7556 1.0432 -1.0425
H -1.9211 1.3971 0.6641
H -3.2414 -0.5834 -0.3988
H -2.6532 -0.8017 1.0531
*
```

SMILES string   CSC(=S)CN
Calculated total energy   -969.60876 a.u.
Highest occupied orbital energy   -8.44 eV

No. 2
The following is a DFT calculation (ωB97M-V/def2-TZVPD) of C3H7NS2 as an isolated structure.

The geometry in ORCA input format:
```
! RIJCOSX wB97M-V def2-TZVPD def2/J DEFGRID3
* xyz 0 1
C 0.4301 -0.3839 2.0202
C -0.3187 0.6564 1.0081
C 0.1167 0.0018 -0.3150
H -0.2016 -0.2150 2.9274
H 1.6447 -0.2477 2.1577
H 0.4814 -1.6605 1.5237
H 0.2397 1.6116 1.3270
H -2.1376 1.7711 0.9750
H -2.6619 0.1056 1.0623
H 1.9849 -0.5416 -1.6673
N -1.8447 0.8112 1.3018
S 1.6998 0.4299 -0.7810
S -0.9376 -0.9391 -1.3252
*
```

Calculated total energy   -969.52307 a.u.
Highest occupied orbital energy   -8.58 eV

No. 3
The following is a DFT calculation (ωB97M-V/def2-TZVPD) of a 2-piece molecular cluster, C3H7NSi overall.

The geometry in ORCA input format:
```
! RIJCOSX wB97M-V def2-TZVPD def2/J DEFGRID3
* xyz 0 1
C -4.1989 0.0820 -0.4700
C 0.6703 -0.3105 1.3670
C 2.1383 0.3034 -1.0884
N -4.2559 1.0774 -0.9902
Si 0.5285 0.9660 -0.1210
H -4.3999 -0.9052 -0.1592
H 1.7197 -0.4374 1.5932
H 0.0960 0.0260 2.2154
H 0.3410 -1.3762 1.2278
H 1.7664 -0.0544 -1.9966
H 2.8791 1.1401 -1.2209
H 2.7154 -0.5112 -0.3572
*
```

Calculated total energy   -462.63539 a.u.
Highest occupied orbital energy   -8.19 eV

Frontier orbital gap, respectively: 8.546; 8.256; 7.837 eV.
Relative energy (zero: lowest compared OMol25 entry of this formula, charge and spin), respectively: 0.777; 3.109; 2.769 eV.
LUMO level, respectively: 0.110; -0.328; -0.349 eV.